Formula: C54H128N2O21
Source: OMol25
Level of theory: ωB97M-V with the def2-TZVPD basis set

Structure (ORCA input):
```
! RIJCOSX wB97M-V def2-TZVPD def2/J DEFGRID3
* xyz 0 1
H -2.0883 -4.2585 4.5176
H -4.4980 -2.7168 2.0120
C -1.7042 -0.8280 4.9337
H 3.8359 1.5561 1.8653
C 2.8351 7.5933 5.5506
H 1.2722 1.6369 -5.2848
O 1.5643 -4.9970 0.3394
H 4.9406 3.4476 -2.2517
H 2.0992 3.1834 -5.7052
H -0.5189 4.5685 -5.3776
H 7.8640 1.3154 -6.0958
H -0.2975 -9.5050 -2.8756
C 0.9050 -3.4917 -4.7503
H 1.8412 7.3681 5.9371
H -3.4251 1.7525 3.7157
C -0.9601 -5.0303 0.4556
H -1.4961 -3.9521 -3.3175
O 2.9634 -2.3593 -4.5643
H -6.4500 1.9669 0.8972
C 2.9383 2.7022 -1.8085
H -0.3992 5.3124 4.1459
H 1.1095 -8.3603 -2.4114
H -0.1147 -3.4626 -5.1341
H -0.5985 -7.8064 -2.5784
O 3.4043 5.3916 4.8480
H -2.1965 -6.5150 4.9645
H -3.4010 -6.1991 0.7845
H 2.3335 -4.4255 -2.0700
H 1.1825 0.8745 0.0945
H 1.5522 -7.4173 -5.6584
H -4.1603 4.7271 2.7523
C -3.2884 -1.7180 3.3890
H -1.2423 4.6080 -2.9954
H 4.0090 3.8447 5.9974
H -7.8486 0.8789 0.6377
H -1.7683 -1.1086 -0.9379
H -0.8542 1.5856 2.2083
H 0.8812 1.5804 2.5109
H 4.8460 -1.4846 -4.6377
C 3.7410 3.1033 4.0456
O 5.8005 0.8271 -5.8854
H 4.6703 0.5203 -2.0129
H 3.7162 -4.6680 -3.1640
C -2.4742 4.7970 4.7790
H 2.6567 3.0940 4.1562
H 0.7935 -5.7244 -3.2142
C 1.7303 -6.3801 -0.0204
C -2.6091 -6.7252 0.2514
H -4.7420 -8.7947 3.4276
C 3.0885 -6.7773 -0.6533
H 1.8421 7.5227 1.9941
C 3.8961 -1.4813 -5.1724
O -3.1944 -3.8177 -2.0835
H -4.9267 -3.0980 3.6673
H 4.7969 6.5986 5.6940
C 3.6626 0.4706 -1.6002
H 1.2716 -1.4595 -0.7280
O 3.5021 -6.1820 -1.8689
C -3.5816 2.6851 4.2577
H -0.9047 -1.2266 0.5276
H -2.0659 -0.1273 -2.9255
O 0.5609 5.2533 -2.2265
H -4.0938 -1.6660 0.1917
H 5.0730 3.9699 -4.9957
H 1.3273 4.8040 0.4192
H 1.0547 -6.6852 -0.8195
H 6.3099 2.8903 -4.3111
H -1.6839 6.5020 3.8257
H -3.8328 2.6364 1.2134
H 5.9754 2.6868 -6.7125
H -3.0816 -4.0873 -4.1545
C -0.4002 5.2564 -3.2377
C -2.9618 -4.7502 4.0893
H -4.0005 -1.2438 -1.5115
H 0.9985 5.2082 -4.8519
H 0.0308 1.2417 -2.2348
H -2.8236 -7.7926 0.3035
H -5.1545 -3.8019 -2.9404
H 0.3584 -5.0141 2.0636
H -0.9242 -4.9027 -0.6263
H -4.7135 -4.0389 0.0587
H 2.9272 0.2434 -2.3720
C -0.0778 5.6263 -0.9667
H -2.1712 0.1555 4.8823
H -0.8489 4.9426 -0.6114
H -0.9962 2.4201 -1.6826
H -5.4986 3.0667 3.3654
H 1.1244 -1.5552 -5.2788
H 3.6601 5.9864 6.8449
C 0.6971 -5.8637 -4.2909
H -3.1468 -8.5904 2.9595
H 2.5506 3.4718 -1.1409
H -5.1615 3.9367 4.9620
H -3.0022 0.8690 -1.9747
H 4.1959 2.9004 0.8376
H -4.5380 0.6636 -0.4140
H -5.5668 2.2356 4.8880
H 2.1978 -7.5032 -4.0272
H -3.3544 5.3706 5.0692
O -6.0054 -0.0474 0.9623
O 4.3027 2.4156 -3.8519
O -3.3190 -4.1726 2.8656
C -1.3107 5.7647 4.5366
C -6.9112 1.0194 1.1760
C -2.6683 -6.2123 4.0297
C 4.1617 4.1743 4.9697
H -2.3996 -5.4122 -3.1889
O -3.9100 -6.8894 3.8373
C 7.1969 0.7088 -5.4833
H -2.7421 -6.4728 -0.8007
H 0.8368 6.9137 3.2735
C -5.2469 -3.7219 -0.8374
C 3.3669 -4.7658 -2.1361
H -1.7653 -4.3733 0.7844
H -0.6238 6.5491 -1.1620
H 5.1183 8.7121 6.4418
O 0.3425 6.2702 1.3357
H 4.4860 9.7821 5.1007
H 3.1210 -7.8528 -0.8278
H 3.8834 -6.4484 0.0160
O -2.6493 -1.8532 4.6936
C 0.3933 -4.5804 1.0642
H 4.1612 2.1429 4.3441
H 1.4857 -6.9978 0.8437
H 0.0673 -2.4372 -1.5042
H 3.6444 4.2256 -3.1785
H -3.2566 3.9900 0.3328
O -1.2687 -6.4011 0.7426
H 3.6428 -0.4157 -0.9660
H 0.2914 2.3651 0.2290
H -7.1239 0.9924 2.2447
H -2.4585 5.1168 2.2465
H 2.6943 7.7596 4.4825
H -2.2907 1.5661 -3.4607
C -4.0849 -2.9876 2.9837
O 3.1427 8.7793 6.3099
H 1.9573 -2.6773 -6.3662
H -0.7866 6.2549 -3.4419
C -4.6908 -1.4221 -0.6870
H -3.9293 -0.8363 3.3791
H 3.5929 -0.4363 -5.2373
C 0.1674 4.5803 -4.5309
H -3.6977 -4.5891 4.8771
C -5.0502 3.0360 4.3584
H -0.3409 -5.7846 -4.6138
H -6.1075 0.0603 -1.1062
O 4.0430 3.5253 2.7708
H 0.5482 -0.9003 -2.2100
N -2.6998 3.7534 3.7884
C 5.3083 2.1332 -6.0518
H 5.2404 4.2716 4.8471
C 0.9285 5.7857 0.1634
H -0.0150 0.0466 2.2076
N -0.8584 0.7227 -0.4064
H 4.3331 2.1534 -6.5382
H -0.9605 -0.8916 4.1393
H 0.4373 -3.4941 1.1431
C 3.7403 6.3658 5.8262
H -1.9505 -6.5604 3.2869
C 4.0058 3.2754 -2.7852
H 2.0814 2.3714 -2.3953
C -0.8344 -0.7956 -0.4710
H -2.5219 -1.5381 2.6352
H -2.1051 3.0218 1.2161
H 7.3720 1.1135 -4.4865
C 0.0847 1.0994 1.9432
H 2.5969 2.7902 1.5694
C 3.6598 2.6251 1.7458
H -1.1155 6.4071 5.3953
C -3.8355 -8.2794 3.7450
C -0.9446 1.3338 -1.7572
H 2.0122 5.8570 2.4492
O 3.3055 1.6514 -0.9374
O 1.4741 -4.8281 -5.0041
C 4.3367 9.3949 6.1086
C -3.1652 4.3387 2.5351
H 0.4629 2.8588 -6.2395
C 1.2748 6.6477 2.3115
H -1.2547 -1.0887 5.8919
H 1.7289 6.4665 -0.1263
C 1.3084 -7.2586 -4.6079
C 1.1598 2.7133 -5.4141
C 0.2300 1.2935 0.4189
H -3.5391 -8.7521 4.6813
H 4.3744 10.2457 6.7890
H -6.1079 -4.3737 -0.6898
C -2.1145 0.9136 -2.6056
C 0.3272 -1.4050 -1.2695
C -4.5523 -4.1967 -2.1221
O -5.7151 -2.3413 -0.7952
H 7.3974 -0.3599 -5.4072
C -3.1071 3.4479 1.2665
H -2.0875 4.3248 5.6821
C -2.5164 -4.3304 -3.2547
C 1.7624 -2.4380 -5.3208
H -3.2438 2.4845 5.2744
H 0.7564 -3.3877 -3.6755
H 4.1820 -1.7843 -6.1796
C 5.2996 2.9408 -4.7171
H -4.6183 -5.2789 -2.2342
H 4.0466 -4.1241 -1.5755
C 0.1569 -8.5151 -2.9179
O 0.3699 -8.2766 -4.3232
C -5.3347 -0.0775 -0.3499
O 0.6867 3.2530 -4.2097
*
```

As for the total energy: -3823.27651 a.u. The value obtained for the frontier orbital gap is 8.60 eV.

Mulliken atomic charge list, values in e, 4 entries: atom 1 (H): 0.301, atom 2 (H): 0.214, atom 3 (C): -0.369, atom 4 (H): 0.380

***

Formula: C45H100N6O3
Source: OMol25
Level of theory: ωB97M-V with the def2-TZVPD basis set

Structure (ORCA input):
```
! RIJCOSX wB97M-V def2-TZVPD def2/J DEFGRID3
* xyz 5 2
H -5.8731 -2.2211 -3.9996
H 4.6445 -0.7619 -6.5905
C -1.1206 3.2763 -2.4400
H 1.0887 4.2541 4.5733
H 3.8940 -0.7719 -1.9106
C -4.4889 0.4146 -1.8814
C -4.0266 0.9244 -0.4758
C -1.3953 3.0284 -3.9493
C -0.8851 3.5781 5.1992
H -2.9838 -5.9458 4.8143
C -1.3435 -6.6430 1.0910
H -3.2346 5.1110 -0.5628
H -1.2797 -4.3807 0.0366
H -0.2814 -1.1469 3.5258
H -1.8307 3.2826 4.7447
H -0.4290 3.2823 -5.9254
H -0.1770 2.7741 -2.2267
N -1.1112 5.1580 -0.5848
H 0.6822 3.4930 -4.5870
C -1.8440 -4.1366 2.9387
N -0.2957 -5.5470 1.4633
N -3.8348 -1.4892 -3.5438
O -0.5721 -1.3064 -1.1255
C 5.0489 1.6828 -3.2478
H -0.3136 5.2945 -2.6341
C 1.6010 -5.9521 -0.1494
H -0.6860 -5.9599 3.5715
H 2.5696 1.2334 0.2749
H 3.1548 0.9223 3.8962
H -3.4032 5.7967 1.8326
C -3.1903 -4.9270 5.1420
C -2.3061 -3.8648 4.4224
H -2.0502 -0.4164 -3.4808
C -1.0463 6.6891 -0.3158
H 3.8738 0.9091 -4.9301
H -4.2049 -4.8344 4.7545
H 4.6431 -0.1206 5.8426
C 5.3441 -1.2233 -5.8935
H -5.7292 -0.4785 -4.1658
N 4.1133 1.2499 -2.1021
H 3.7834 1.8403 1.3481
C 4.5321 -0.0721 -1.3709
H 2.6827 -0.7438 7.6567
H 1.2108 -6.7256 -0.8109
H 5.5544 -0.3311 -1.6464
H 5.5140 0.3255 0.4113
H -4.2226 1.9921 -0.3776
H 0.6118 -0.7571 6.5279
C 3.5613 -0.0193 5.9288
H -2.9508 0.7904 -0.5884
H -1.1707 -7.6322 1.5149
H -3.2429 -3.2891 -5.7901
H -3.8963 0.2660 1.5930
H -1.4027 -3.2080 2.5767
H 5.3186 -2.3105 -5.9667
H 4.1661 -0.7314 0.7473
H -0.2534 4.7737 -5.0516
C -4.5348 0.1170 0.7223
H 0.0677 -3.5649 1.0391
H 0.2439 -4.5975 3.3556
H 6.0245 1.6391 -2.7636
H -3.9380 -3.6734 -3.4818
H -2.6293 -4.3623 2.2173
C -0.3356 3.6947 -4.9208
H 6.3327 -0.9575 -6.2679
H 1.8058 -5.5771 1.9437
H -1.3065 1.9443 -4.0206
H 5.1168 2.6694 -0.8517
H 1.5832 -3.8749 -0.4729
N 0.2810 -0.7239 -0.4856
H -0.0318 6.9720 -0.5968
H 1.9076 1.4617 -1.8426
H -1.4343 -3.6175 5.0280
C -1.1118 4.8016 -2.0791
H -1.1235 4.5475 5.6368
H 1.1219 -7.2017 1.6913
H -2.9582 -2.9915 4.4371
H -0.1664 3.2146 0.1400
H -4.8818 -1.7982 -1.6254
C 3.6463 1.3716 0.3736
C 5.2863 -0.6764 -4.5401
C 4.4687 0.1388 0.1649
H -1.8395 5.1103 2.2147
H -5.5615 0.5563 -2.0136
C 2.6430 1.2335 -2.6141
C -0.5962 -5.1135 2.8906
H 1.6571 2.3541 3.2018
C 2.7067 -1.0895 6.6233
H -0.8206 7.1302 1.7246
H -3.0611 -4.8055 6.2175
H -0.2347 4.2987 3.3432
C 2.9566 0.0234 4.4799
H -4.7820 -0.9287 0.5393
H -3.1165 -1.2632 -1.6182
H 5.4816 1.3652 -5.2697
H 3.2966 0.8475 6.5345
H 2.5242 1.9755 -3.4037
H -1.3745 -6.8227 0.0164
C -3.1819 -2.9068 -3.6515
N 1.4195 -0.0970 4.5811
H 0.9119 -0.2209 2.4164
H -2.5067 -2.9985 -2.8008
H 6.2476 -0.7610 -4.0332
H 0.0213 2.0080 2.8503
C -5.2067 -1.4219 -4.3242
H 3.3407 -0.8618 3.9728
H -1.6957 -3.6309 -5.2800
H -2.3548 -6.2854 1.2849
O 1.3433 -1.2645 -0.1865
C -2.3938 5.6512 1.4477
H -5.1292 -1.5953 -5.3975
H -2.5732 -1.0849 -6.3138
H -1.1237 -1.4515 -5.5003
H -1.7087 7.0992 -1.0781
H 2.4262 0.3084 -3.1483
O 0.0276 0.4290 -0.0257
H 1.2207 1.6754 5.6943
H 1.1766 -2.0983 5.5326
H 4.7656 -1.3833 -3.8940
C 0.6705 2.3302 3.6645
H -2.0115 5.2929 -2.4495
C 0.7191 -0.7524 3.3483
H -0.7035 3.0184 6.1167
C 1.1311 -6.1735 1.3296
H -2.4139 3.7384 0.2362
C 4.1299 2.2141 -0.9342
C -1.6489 6.9175 1.0488
C -2.7910 -0.5991 -4.2593
H -2.2531 7.8229 1.1070
C -4.1103 -1.1580 -2.0533
C 0.6927 1.2672 4.8326
C -2.5031 -2.9276 -5.0759
H -5.5412 0.4740 0.9410
C -0.2691 -4.4134 0.4435
C 4.8865 0.8203 -4.5368
H 3.5484 3.1015 -1.1839
C 0.8781 -4.7026 -0.5495
C -2.4160 4.8192 0.0951
H 0.2746 4.6636 1.0835
H 1.3419 -1.6295 3.1726
H -4.1446 1.1323 -2.6261
H -2.3678 3.3886 -4.2849
C 0.2239 3.7372 4.1572
H 4.6856 2.7104 -3.2470
H 0.9218 4.3897 -0.4988
H 0.5922 -4.5220 -1.5857
C 0.0127 4.2888 0.0941
C 1.4003 -1.0791 5.8477
H -1.8480 2.7531 -1.8193
H 3.1492 -2.0848 6.5827
H 2.6907 -5.9757 -0.1382
C -2.2048 -1.4685 -5.3624
H -3.2813 0.3218 -4.5748
H -0.2977 0.9527 5.1618
*
```

As for the total energy: -2326.69293 a.u. The value obtained for the frontier orbital gap (alpha / beta) is 7.87 / 3.76 eV.

Mulliken atomic charge list, values in e, 4 entries: atom 1 (H): 0.396, atom 2 (H): 0.362, atom 3 (C): 1.355, atom 4 (H): 0.439

***

Formula: F3OS
Source: OMol25
Level of theory: ωB97M-V with the def2-TZVPD basis set

Structure (ORCA input):
```
! RIJCOSX wB97M-V def2-TZVPD def2/J DEFGRID3
* xyz 1 1
F 2.6185 0.0942 0.4928
O -0.7570 -1.4518 -0.4424
F -1.1863 0.5907 1.1407
S -0.3179 -0.1438 -0.0159
F -0.3573 0.9106 -1.1752
*
```

As for the total energy: -772.44898 a.u. The value obtained for the frontier orbital gap (alpha / beta) is 8.97 / 10.67 eV.

Mulliken atomic charge list, values in e, 4 entries: atom 1 (F): 0.015, atom 2 (O): -0.103, atom 3 (F): -0.031, atom 4 (S): 1.134

***

Formula: BF4H46MnO23
Source: OMol25
Level of theory: ωB97M-V with the def2-TZVPD basis set

Structure (ORCA input):
```
! RIJCOSX wB97M-V def2-TZVPD def2/J DEFGRID3
* xyz 1 6
H -1.4621 1.7557 0.7470
H -1.4489 1.3455 3.3126
O -0.9184 -2.3706 3.1162
O 1.9567 -0.1511 4.1050
H 4.4726 0.3875 0.5096
H 0.8030 3.1114 -3.8944
O -2.4977 0.3248 -4.2777
H -1.6837 2.7159 2.7137
H 2.6340 0.4661 -1.4027
F 1.1124 5.8025 -0.0405
O -3.8835 -1.4110 -0.2824
O -4.6700 0.9456 -2.1484
O -3.1952 -2.5536 -3.0230
H -0.8834 -1.7032 3.8015
H -1.2458 -1.6906 1.6855
H 1.5470 1.3069 -2.0379
H 1.4808 3.4627 -2.5871
H -4.8376 1.8111 -1.7754
F 0.0520 5.0683 -1.8766
H -2.6201 -0.6010 -4.4877
H -2.2245 0.7241 -5.1036
O 4.3515 0.3689 -0.4398
O 0.3155 -3.1032 -2.9512
H -2.1950 -1.4833 0.5245
H 2.1485 -2.8185 -2.6792
H -0.1790 5.1440 2.4508
F 2.2827 4.5808 -1.5325
H 2.1193 1.0414 1.4125
H 3.7639 -3.8586 -0.4054
O -0.5962 4.3536 2.1081
H 2.6488 -0.6115 3.6304
H 4.2945 -3.9576 1.0090
H 2.4979 3.2339 0.3381
H -1.5224 -0.2883 -2.6182
H 0.1208 -4.6129 1.5494
H 3.5728 3.3158 1.4010
H -4.1061 -1.0273 0.5658
B 1.0413 4.8007 -0.8848
H -0.0835 4.1290 1.3316
O 1.4524 0.3576 1.4756
O -0.8578 1.5501 0.0337
O -0.8231 0.1531 4.3894
H 5.1800 0.6921 -0.7938
O 2.9962 2.6964 0.9537
H -0.1985 -2.9661 3.3244
O -1.3240 -1.2449 0.8420
H 3.1583 -2.8118 -3.8071
H 0.1222 0.0687 4.2650
O 3.0813 -2.7015 -2.8594
F 0.7220 3.6125 -0.2579
H 2.4216 0.4786 4.6561
O 1.1616 -2.1386 0.1243
O -0.0567 -4.6325 0.6090
H 0.6911 -2.9668 0.0298
H -3.9584 -2.2117 -3.4888
H -3.3007 -1.0332 3.4549
O -3.5650 -0.6626 2.6128
Mn 0.1800 -0.2501 -0.2626
O -1.9430 1.7984 2.6292
H -0.0976 -3.9111 -2.6463
H 0.0630 -3.0374 -3.8722
H -3.8661 -0.6675 -0.8850
H -0.4774 2.3942 -0.2093
O 3.6187 -3.5310 0.4822
H -0.5274 -1.4275 -2.5554
H -1.0118 -4.6315 0.5450
O -0.8152 -0.6469 -2.0821
O 1.6883 0.6138 -1.3930
H 1.4955 0.0636 2.3855
H -0.9426 0.1362 5.3390
H -3.8943 1.0664 -2.6961
H -3.5041 -2.6959 -2.1283
H 2.0008 -2.3826 0.5148
H -3.1291 0.1889 2.5781
O 1.2966 2.7264 -3.1703
*
```

As for the total energy: -3333.65119 a.u. The value obtained for the frontier orbital gap (alpha / beta) is 8.60 / 10.16 eV.

Mulliken atomic charge list, values in e, 4 entries: atom 1 (H): 0.078, atom 2 (H): 0.399, atom 3 (O): -0.623, atom 4 (O): -0.665